Entry 1:
Molecular formula: C4H7O2
Method: DFT, ωB97M-V/def2-TZVPD

Results
lowest unoccupied orbital energy: -5.489 eV
energy relative to the best compared isomer or geometry (same formula, charge and spin): 1.9720 eV
orbital gap: 7.4 eV

ORCA input file:
```
! RIJCOSX wB97M-V def2-TZVPD def2/J DEFGRID3
* xyz 1 1
C -2.14 0.41 0.30
H 3.08 1.33 -1.00
O -2.23 1.41 0.79
H -1.36 -0.70 -1.17
H 2.83 1.32 0.81
C 2.44 0.91 -0.15
H -2.91 -1.33 -0.46
H -1.52 -1.69 0.37
H 0.76 0.00 -1.23
O 0.62 -0.48 0.73
H 1.01 -0.49 1.61
C -1.97 -0.78 -0.31
C 1.39 0.08 -0.28
*
```

=====

Entry 2:
Molecular formula: C4H7O2Sn
Method: DFT, ωB97M-V/def2-TZVPD

Results
lowest unoccupied orbital energy (spin up / spin down): -0.697 / -0.588 eV
energy relative to the best compared isomer or geometry (same formula, charge and spin): 0.3663 eV
orbital gap (spin up / spin down): 5.6 / 8.1 eV
expectation value of S²: 0.753

ORCA input file:
```
! RIJCOSX wB97M-V def2-TZVPD def2/J DEFGRID3
* xyz 0 2
C 0.72 0.53 2.06
C -0.26 -0.19 -2.10
O 0.74 -0.81 -1.83
O -0.83 0.30 0.22
C 0.26 1.08 0.75
Sn 2.74 0.54 2.16
H -0.08 2.12 0.93
H -0.55 -0.02 -3.17
H -2.17 0.20 -1.31
H 0.35 -0.49 2.27
H -1.10 1.61 -1.36
H 0.92 1.31 -0.10
C -1.14 0.53 -1.11
H 0.30 1.14 2.89
*
```

=====

Entry 3:
Molecular formula: C4H7O3P
Method: DFT, ωB97M-V/def2-TZVPD

Results
lowest unoccupied orbital energy: 6.856 eV
energy relative to the best compared isomer or geometry (same formula, charge and spin): 0.0000 eV
orbital gap: 5.9 eV

ORCA input file:
```
! RIJCOSX wB97M-V def2-TZVPD def2/J DEFGRID3
* xyz -2 1
P 2.46 0.10 0.00
C -0.38 0.42 0.01
H 0.51 -2.32 -1.02
C 0.63 -0.44 -0.03
H -1.43 0.08 0.06
O 2.62 1.06 -1.18
H -0.53 2.36 0.92
O 2.58 0.77 1.37
O 3.24 -1.20 -0.13
C -0.16 1.89 0.00
C 0.39 -1.92 -0.01
H -0.67 2.37 -0.85
H -0.60 -2.20 0.37
H 0.91 2.04 -0.08
H 1.17 -2.37 0.60
*
```

=====

Entry 4:
Molecular formula: C4H7O4Sr
Method: DFT, ωB97M-V/def2-TZVPD

Results
lowest unoccupied orbital energy (spin up / spin down): 0.113 / 0.009 eV
energy relative to the best compared isomer or geometry (same formula, charge and spin): 0.2332 eV
orbital gap (spin up / spin down): 5.3 / 9.1 eV
expectation value of S²: 0.750

ORCA input file:
```
! RIJCOSX wB97M-V def2-TZVPD def2/J DEFGRID3
* xyz 0 2
H -1.48 -0.63 0.55
H -0.77 -2.21 -1.95
Sr 1.89 3.66 1.65
O 1.14 1.38 2.20
O 2.23 -0.73 -1.67
H 0.53 -0.28 -2.67
O -1.00 0.83 2.03
C 0.24 -2.08 -1.57
H 0.58 -2.71 -0.74
C 0.04 1.50 1.57
C -1.90 0.28 1.01
H -2.20 1.07 0.31
H -2.76 -0.05 1.60
C 0.93 -0.99 -1.94
H 2.56 -1.31 -0.97
O -0.04 2.28 0.58
*
```

=====

Entry 5:
Molecular formula: C4H7O5PS
Method: DFT, ωB97M-V/def2-TZVPD

Results
lowest unoccupied orbital energy: 0.697 eV
energy relative to the best compared isomer or geometry (same formula, charge and spin): 0.0000 eV
orbital gap: 10.4 eV

ORCA input file:
```
! RIJCOSX wB97M-V def2-TZVPD def2/J DEFGRID3
* xyz 0 1
H -1.79 -3.76 -0.85
H 1.05 2.28 -1.57
S -1.65 -1.59 0.09
C 1.25 2.92 1.29
C 1.00 1.75 0.49
H -0.15 -3.14 -0.91
O -3.04 -1.29 0.12
H -1.39 -2.71 -2.02
H 1.81 2.60 2.20
P 0.66 -0.15 -0.48
O 0.89 0.47 1.01
O 1.41 -1.32 -0.75
C -1.20 -2.93 -1.04
C 0.89 1.59 -0.84
O -0.85 -1.75 1.21
O -0.96 -0.22 -0.59
H 1.61 3.84 0.70
H 0.47 3.42 1.91
*
```

=====

Entry 6:
Molecular formula: C4H7O6P
Method: DFT, ωB97M-V/def2-TZVPD

Results
lowest unoccupied orbital energy (spin up / spin down): 0.412 / -3.052 eV
orbital gap (spin up / spin down): 6.9 / 7.5 eV
expectation value of S²: 2.006

ORCA input file:
```
! RIJCOSX wB97M-V def2-TZVPD def2/J DEFGRID3
* xyz 0 3
C -1.90 0.49 0.16
C -1.48 0.35 -2.31
H -2.27 -0.04 -2.95
P 2.00 -0.39 0.86
O -2.13 1.05 1.45
O 1.29 -1.67 0.26
H -2.45 1.95 -1.15
O -0.63 -0.68 1.94
H -1.02 1.09 -2.88
H -0.83 -0.50 -1.96
C -1.39 -0.05 1.28
H 0.91 -0.49 2.78
O 1.59 0.94 0.40
C -2.04 0.97 -1.04
H 4.01 0.11 0.89
O 3.51 -0.66 0.53
O 1.77 -0.66 2.46
H 1.05 -1.83 -0.73
*
```

=====

Entry 7:
Molecular formula: C4H7OP
Method: DFT, ωB97M-V/def2-TZVPD

Results
lowest unoccupied orbital energy (spin up / spin down): 0.200 / 0.437 eV
energy relative to the best compared isomer or geometry (same formula, charge and spin): 5.8806 eV
orbital gap (spin up / spin down): 8.2 / 7.6 eV

ORCA input file:
```
! RIJCOSX wB97M-V def2-TZVPD def2/J DEFGRID3
* xyz 0 1
O 0.98 -1.36 0.06
C 0.86 1.08 0.17
H 1.86 1.16 -0.06
H 1.72 -0.26 1.65
H -2.25 0.51 -0.04
H 0.57 -0.19 -2.01
P -0.19 0.88 -1.31
H -2.25 -0.43 -1.47
C 0.90 -0.29 0.92
H -0.71 -2.01 1.49
H 0.43 1.83 0.74
C -1.77 0.34 -0.95
C -0.16 -1.24 0.81
*
```

=====

Entry 8:
Molecular formula: C4H8
Method: DFT, ωB97M-V/def2-TZVPD

Results
lowest unoccupied orbital energy (spin up / spin down): 4.630 / 4.296 eV
energy relative to the best compared isomer or geometry (same formula, charge and spin): 3.4446 eV
orbital gap (spin up / spin down): 6.2 / 5.8 eV
expectation value of S²: 0.766

ORCA input file:
```
! RIJCOSX wB97M-V def2-TZVPD def2/J DEFGRID3
* xyz -1 2
H -0.83 1.44 -1.21
C 0.12 0.18 -0.03
C 0.02 0.94 1.14
H 0.39 0.55 2.16
H -0.98 -0.20 -1.76
H -0.13 -1.95 -0.32
C 0.46 -1.31 0.34
C -0.34 0.51 -1.31
H 1.39 -1.72 -0.05
H -0.08 2.05 1.06
H -1.65 -0.69 -2.20
H 0.34 -1.45 1.46
*
```

=====

Entry 9:
Molecular formula: C4H8
Method: DFT, ωB97M-V/def2-TZVPD

Results
lowest unoccupied orbital energy: 0.141 eV
energy relative to the best compared isomer or geometry (same formula, charge and spin): 4.4666 eV
orbital gap: 8.9 eV

ORCA input file:
```
! RIJCOSX wB97M-V def2-TZVPD def2/J DEFGRID3
* xyz 0 1
C 1.14 -0.03 0.82
H 0.76 1.29 -0.04
C -0.08 -0.72 1.36
H 0.08 -1.11 2.36
H 0.08 -1.24 -0.78
H -0.95 0.94 -0.59
C -0.06 1.55 -0.76
H -1.07 -0.31 1.20
H 1.31 -2.11 0.24
H -0.28 2.60 -0.58
H 0.33 1.38 -1.76
C 0.62 -1.28 0.17
*
```

=====

Entry 10:
Molecular formula: C4H8
Method: DFT, ωB97M-V/def2-TZVPD

Results
lowest unoccupied orbital energy: 1.105 eV
energy relative to the best compared isomer or geometry (same formula, charge and spin): 1.4996 eV
orbital gap: 9.8 eV

ORCA input file:
```
! RIJCOSX wB97M-V def2-TZVPD def2/J DEFGRID3
* xyz 0 1
C -1.44 0.59 -0.08
C -0.14 -0.07 -0.05
H -1.63 1.58 -0.23
H -0.81 -1.94 0.26
H 0.50 -1.80 -0.93
H 0.61 2.05 0.10
H 1.73 0.99 0.81
H -2.40 0.00 0.10
H 1.64 0.92 -0.92
C 0.95 1.01 -0.07
H 0.92 -1.84 0.90
C 0.08 -1.49 0.11
*
```

=====

Entry 11:
Molecular formula: C4H8
Method: DFT, ωB97M-V/def2-TZVPD

Results
lowest unoccupied orbital energy: 1.269 eV
energy relative to the best compared isomer or geometry (same formula, charge and spin): 2.6253 eV
orbital gap: 11.4 eV

ORCA input file:
```
! RIJCOSX wB97M-V def2-TZVPD def2/J DEFGRID3
* xyz 0 1
C -2.45 0.02 -0.32
C 1.85 0.65 -0.14
H -0.43 -0.66 -0.05
H -1.31 0.35 1.42
H -2.62 -0.39 -1.26
C 1.90 -0.69 -0.04
C -1.40 -0.25 0.34
H 1.17 1.36 0.42
H 2.71 1.14 -0.45
H 1.10 -1.09 0.54
H -3.26 0.71 -0.02
H 2.74 -1.15 -0.44
*
```

=====

Entry 12:
Molecular formula: C4H8
Method: DFT, ωB97M-V/def2-TZVPD

Results
lowest unoccupied orbital energy: 0.852 eV
energy relative to the best compared isomer or geometry (same formula, charge and spin): 4.4545 eV
orbital gap: 9.2 eV

ORCA input file:
```
! RIJCOSX wB97M-V def2-TZVPD def2/J DEFGRID3
* xyz 0 1
H 2.29 1.16 -0.75
H 3.19 0.80 0.72
H -1.26 1.56 -0.72
H -2.48 -1.49 -0.34
H -0.80 -1.34 -1.04
H 1.62 -0.05 0.26
C -1.49 -1.05 -0.25
C 2.55 0.37 -0.04
C -1.13 -0.06 0.67
H -1.27 0.08 1.74
C -0.71 0.71 -0.31
H 3.05 -0.45 -0.56
*
```

=====

Entry 13:
Molecular formula: C4H8
Method: DFT, ωB97M-V/def2-TZVPD

Results
lowest unoccupied orbital energy: 0.929 eV
energy relative to the best compared isomer or geometry (same formula, charge and spin): 4.6815 eV
orbital gap: 9.1 eV

ORCA input file:
```
! RIJCOSX wB97M-V def2-TZVPD def2/J DEFGRID3
* xyz 0 1
C -0.89 1.01 0.41
H 1.16 0.30 -1.09
H -0.43 1.66 -0.33
C 1.52 -0.41 -0.36
H 0.96 -0.53 0.79
H 1.52 -1.44 -0.75
C -0.21 -0.21 0.95
H -1.13 -0.62 -1.09
H -1.48 1.54 1.14
H -2.22 -0.81 0.35
C -1.31 -0.37 -0.05
H 2.50 -0.12 0.03
*
```

=====

Entry 14:
Molecular formula: C4H8BN
Method: DFT, ωB97M-V/def2-TZVPD

Results
lowest unoccupied orbital energy: 0.796 eV
energy relative to the best compared isomer or geometry (same formula, charge and spin): 1.3719 eV
orbital gap: 9.3 eV

ORCA input file:
```
! RIJCOSX wB97M-V def2-TZVPD def2/J DEFGRID3
* xyz 0 1
H -3.59 1.10 -0.32
N -1.85 -0.18 -0.16
H 2.25 -1.15 0.98
H 2.05 1.35 -0.59
H 1.64 1.49 1.12
H -3.86 -0.94 -0.38
C 1.23 1.28 0.13
H 1.06 -2.20 0.20
H 0.49 2.05 -0.11
C 0.62 -0.10 0.09
C -0.66 -0.19 -0.05
H 2.19 -1.26 -0.78
B -3.17 0.00 -0.29
C 1.58 -1.25 0.13
*
```

=====

Entry 15:
Molecular formula: C4H8BN3O
Method: DFT, ωB97M-V/def2-TZVPD

Results
lowest unoccupied orbital energy: 0.378 eV
energy relative to the best compared isomer or geometry (same formula, charge and spin): 0.9269 eV
orbital gap: 8.3 eV

ORCA input file:
```
! RIJCOSX wB97M-V def2-TZVPD def2/J DEFGRID3
* xyz 0 1
N 2.18 -1.66 0.02
N 1.49 0.45 0.01
H -1.72 0.88 -1.07
C 3.24 -0.78 0.06
B -1.41 -0.86 0.17
O -2.42 -1.79 -0.03
H 0.21 -2.68 0.11
H -2.83 0.73 0.15
H 3.47 1.35 0.10
C -1.74 0.66 -0.01
H 4.13 -1.32 -0.05
C 2.87 0.50 -0.05
H 0.97 1.27 -0.10
C 1.13 -0.86 -0.05
H -1.12 1.34 0.70
N -0.12 -1.40 -0.01
H -3.29 -1.25 0.10
*
```

=====

Entry 16:
Molecular formula: C4H8Br2F3NO3P
Method: DFT, ωB97M-V/def2-TZVPD

Results
lowest unoccupied orbital energy: -3.628 eV
orbital gap: 10.1 eV

ORCA input file:
```
! RIJCOSX wB97M-V def2-TZVPD def2/J DEFGRID3
* xyz 1 1
H -0.34 3.63 1.44
F 3.10 -0.98 0.49
O -1.03 3.22 0.89
F 0.48 -1.43 1.14
O -2.13 1.26 1.94
C -1.37 -0.52 -0.54
H -0.67 -2.35 -1.36
N -1.05 0.96 -0.48
H 0.23 1.18 2.83
F 1.89 0.54 -0.44
P -0.99 1.64 1.16
C 0.92 -1.63 -0.13
O 0.38 1.32 1.88
Br 1.46 -3.53 -0.19
H -2.21 -0.63 -1.24
C -0.23 -1.37 -1.13
H -1.80 1.48 -0.96
C 2.18 -0.79 -0.45
H 0.16 -0.95 -2.07
Br 2.98 -1.30 -2.16
H -0.19 1.16 -1.01
H -1.75 -0.91 0.41
*
```

=====

Entry 17:
Molecular formula: C4H8Br2O2
Method: DFT, ωB97M-V/def2-TZVPD

Results
lowest unoccupied orbital energy: 0.479 eV
energy relative to the best compared isomer or geometry (same formula, charge and spin): 2.9695 eV
orbital gap: 10.0 eV

ORCA input file:
```
! RIJCOSX wB97M-V def2-TZVPD def2/J DEFGRID3
* xyz 0 1
C -0.62 1.41 0.72
Br 2.17 -1.52 -0.71
O 0.36 -1.10 1.56
H -1.59 -0.91 -0.20
H -0.61 1.12 1.73
O 0.66 1.36 -1.36
H -1.50 0.89 0.28
Br 2.11 1.22 1.05
H 1.11 2.16 -1.53
C 0.47 -0.73 -0.22
H -0.01 -2.02 1.48
H -0.75 -2.57 -0.57
C 0.46 0.79 -0.11
H -0.77 -1.16 -1.86
H -0.79 2.48 0.53
C -0.72 -1.43 -0.79
*
```

=====

Entry 18:
Molecular formula: C4H8Br2Si
Method: DFT, ωB97M-V/def2-TZVPD

Results
lowest unoccupied orbital energy (spin up / spin down): -1.100 / -0.683 eV
energy relative to the best compared isomer or geometry (same formula, charge and spin): 7.9420 eV
orbital gap (spin up / spin down): 7.9 / 7.5 eV

ORCA input file:
```
! RIJCOSX wB97M-V def2-TZVPD def2/J DEFGRID3
* xyz 0 1
H -0.39 -1.08 -1.15
H 2.61 0.78 -0.16
H 1.67 -2.02 0.50
H 2.05 0.57 -1.84
Br -4.22 1.42 0.15
C 1.83 1.02 -0.90
H -0.90 1.96 0.70
Si 0.39 -0.18 -0.30
H 1.43 -0.78 1.75
Br -3.10 -1.48 0.03
C 0.93 -1.45 0.97
H 0.11 -1.96 1.41
C -2.87 0.31 -0.39
H 1.37 1.94 -1.12
C -0.88 0.96 0.35
*
```

=====

| no. | DFT total energy (Eh) | maximum force (Eh/bohr) |
| --- | --- | --- |
| 1 | -306.72065 | 0.11275 |
| 2 | -521.25606 | 0.05763 |
| 3 | -723.71614 | 0.01500 |
| 4 | -488.25525 | 0.03811 |
| 5 | -1272.35291 | 0.07555 |
| 6 | -949.31378 | 0.17484 |
| 7 | -572.97913 | 0.08396 |
| 8 | -156.99649 | 0.08818 |
| 9 | -157.01981 | 0.00702 |
| 10 | -157.12885 | 0.14574 |
| 11 | -157.08748 | 0.13403 |
| 12 | -157.02025 | 0.05673 |
| 13 | -157.01191 | 0.00469 |
| 14 | -236.78313 | 0.02823 |
| 15 | -421.61422 | 0.10837 |
| 16 | -6226.50863 | 0.06813 |
| 17 | -5455.63840 | 0.09132 |
| 18 | -5594.49460 | 0.08739 |